Entry 1:
ORCA calculation (wB97M-V/def2-TZVPD) on the molecule C18H20N2O3S2.

Positions of all 45 atoms, in Å:
C (-0.505, 1.897, -1.158)
C (0.968, 1.520, -1.005)
C (1.604, 1.191, -2.362)
N (0.960, 0.029, -2.948)
S (1.255, -1.442, -2.202)
O (1.209, -2.436, -3.234)
O (2.410, -1.372, -1.353)
C (-0.201, -1.636, -1.179)
C (-1.445, -1.630, -1.778)
C (-2.570, -1.752, -0.983)
C (-2.453, -1.894, 0.396)
C (-1.186, -1.929, 0.994)
C (-0.061, -1.789, 0.183)
N (-1.017, -2.058, 2.374)
C (-1.618, -2.954, 3.209)
O (-1.379, -2.962, 4.393)
C (-2.556, -3.935, 2.531)
C (-3.940, -3.339, 2.360)
S (-3.951, -1.806, 1.346)
C (1.760, 2.610, -0.324)
C (2.468, 2.336, 0.838)
C (3.206, 3.321, 1.470)
C (3.248, 4.601, 0.944)
C (2.550, 4.885, -0.217)
C (1.814, 3.897, -0.846)
H (-0.951, 2.070, -0.180)
H (-1.046, 1.094, -1.652)
H (-0.614, 2.802, -1.749)
H (1.036, 0.614, -0.397)
H (2.675, 1.005, -2.212)
H (1.482, 2.031, -3.050)
H (1.126, -0.070, -3.937)
H (-1.516, -1.527, -2.848)
H (-3.558, -1.719, -1.415)
H (0.931, -1.792, 0.609)
H (-0.262, -1.526, 2.789)
H (-2.146, -4.231, 1.562)
H (-2.636, -4.816, 3.170)
H (-4.361, -3.050, 3.323)
H (-4.610, -4.047, 1.871)
H (2.447, 1.336, 1.248)
H (3.751, 3.090, 2.373)
H (3.823, 5.372, 1.435)
H (2.581, 5.880, -0.636)
H (1.278, 4.135, -1.753)

HOMO energy: -8.94 eV
Structure (SMILES): C[C@@H](CNS(=O)(=O)c1ccc2c(c1)NC(=O)CCS2)c1ccccc1
ΔE to the lowest compared entry with this formula, charge and spin: 0.500 eV
HOMO-LUMO gap: 9.08 eV


Entry 2:
ORCA calculation (wB97M-V/def2-TZVPD) on C21H16Cl3F6InN2O10S2 as an isolated structure.

Positions of all 61 atoms, in Å:
In (-0.652, -0.022, -0.758)
Cl (0.713, 2.062, -7.726)
C (0.664, 1.741, -6.021)
C (1.840, 1.862, -5.269)
C (1.828, 1.615, -3.923)
Cl (3.284, 1.784, -3.010)
C (0.647, 1.220, -3.232)
O (0.709, 1.004, -1.962)
C (-0.529, 1.118, -4.023)
C (-1.810, 0.782, -3.481)
O (-2.099, 0.474, -2.318)
C (-0.499, 1.383, -5.410)
H (2.764, 2.153, -5.750)
H (-2.643, 0.816, -4.197)
H (-1.412, 1.297, -5.985)
F (-0.261, -3.816, 0.338)
C (0.385, -4.029, -0.801)
F (-0.461, -4.533, -1.695)
F (1.366, -4.888, -0.599)
S (1.063, -2.434, -1.507)
O (2.299, -2.783, -2.114)
O (-0.011, -1.878, -2.307)
N (1.143, -1.383, -0.284)
S (2.161, -1.526, 0.959)
O (1.742, -0.587, 1.952)
O (2.426, -2.891, 1.277)
C (3.768, -0.839, 0.348)
F (4.577, -0.719, 1.401)
F (4.334, -1.630, -0.545)
F (3.580, 0.364, -0.186)
O (-1.599, 3.618, 1.410)
C (-0.879, 2.607, 1.020)
O (-1.141, 2.004, -0.016)
C (0.308, 2.273, 1.907)
N (0.316, 3.220, 3.035)
C (1.559, 4.022, 2.978)
C (1.968, 3.945, 1.513)
C (1.630, 2.498, 1.159)
H (0.186, 1.235, 2.219)
H (0.204, 2.749, 3.921)
H (-1.143, 3.894, 2.260)
H (2.336, 3.582, 3.609)
H (1.370, 5.038, 3.323)
H (3.018, 4.187, 1.361)
H (1.372, 4.639, 0.915)
H (2.379, 1.824, 1.572)
H (1.556, 2.303, 0.089)
Cl (-4.916, -4.971, 4.737)
C (-4.075, -3.923, 3.641)
C (-3.249, -2.934, 4.151)
C (-2.581, -2.100, 3.273)
C (-2.740, -2.259, 1.901)
C (-3.568, -3.261, 1.405)
C (-4.243, -4.098, 2.275)
C (-2.005, -1.380, 0.965)
O (-2.081, -1.583, -0.287)
O (-1.283, -0.435, 1.389)
H (-3.133, -2.828, 5.221)
H (-1.923, -1.324, 3.640)
H (-3.671, -3.378, 0.335)
H (-4.890, -4.881, 1.907)

HOMO energy: -8.64 eV
ΔE to the lowest compared entry with this formula, charge and spin: 0.000 eV
HOMO-LUMO gap: 7.93 eV